# 1
DFT (ωB97M-V/def2-TZVPD) results for a cluster of 14 separate species, C41H82Br26N3O8P in total at a distorted geometry.

Cartesian coordinates (Å):
C 2.852 -0.789 3.546
N 3.045 -2.183 3.133
C 2.614 -3.108 4.183
C 2.484 -2.514 1.870
O 3.112 -3.173 1.064
C 1.085 -1.993 1.601
C 0.469 -2.316 0.230
C 0.321 -3.836 0.027
N -0.297 -4.601 1.110
N 1.398 -1.776 -0.797
C 0.760 -0.930 -1.670
O 1.377 -0.135 -2.386
C -0.728 -1.097 -1.541
C -1.244 -2.103 -2.617
O -0.444 -2.053 -3.791
C 0.014 -3.305 -4.258
O 0.805 -3.983 -3.340
C 2.185 -3.627 -3.369
C 2.965 -4.451 -4.374
O 3.055 -5.819 -3.982
C -0.874 -1.515 -0.045
C -2.178 -2.305 0.158
C -1.028 -0.235 0.850
P -0.193 1.321 0.510
O -0.342 2.295 1.611
O 1.336 0.999 0.155
O -0.836 1.775 -0.883
H 1.966 -0.644 4.176
H 3.724 -0.473 4.122
H 2.780 -0.128 2.680
H 2.745 -4.133 3.839
H 3.274 -2.968 5.039
H 1.579 -2.902 4.486
H 0.444 -2.301 2.435
H 1.158 -0.910 1.688
H -0.231 -4.034 -0.890
H 1.321 -4.233 -0.145
H 0.386 -4.892 1.798
H -1.017 -4.091 1.604
H 2.214 -1.306 -0.428
H -1.279 -0.179 -1.719
H -1.310 -3.120 -2.243
H -2.256 -1.792 -2.897
H -0.839 -3.955 -4.481
H 0.556 -3.079 -5.182
H 2.306 -2.555 -3.568
H 2.574 -3.820 -2.367
H 3.962 -4.006 -4.469
H 2.477 -4.434 -5.351
H 3.897 -5.958 -3.541
H -2.992 -1.708 -0.265
H -2.184 -3.260 -0.356
H -2.421 -2.453 1.214
H -2.079 0.073 0.800
H -0.809 -0.457 1.894
H 1.549 1.050 -0.792
H -0.352 2.522 -1.272
Br 1.664 3.932 4.626
C -0.159 4.046 3.949
C -0.795 5.369 4.270
Br -1.315 5.500 6.143
H -0.698 3.204 4.366
H -0.077 3.907 2.878
H -1.715 5.494 3.705
H -0.128 6.203 4.081
Br -4.328 2.288 1.046
C -3.586 3.430 -0.327
C -4.488 3.481 -1.529
Br -4.435 1.849 -2.583
H -2.611 3.021 -0.566
H -3.474 4.414 0.119
H -4.157 4.264 -2.203
H -5.530 3.632 -1.258
Br -1.623 -5.614 4.957
C -2.939 -6.919 4.368
C -2.291 -8.214 3.957
Br -1.350 -8.027 2.269
H -3.486 -6.450 3.556
H -3.604 -7.084 5.212
H -3.045 -8.985 3.815
H -1.556 -8.549 4.681
Br -4.705 6.229 2.439
C -4.502 8.089 2.982
C -3.556 8.825 2.074
Br -1.714 8.315 2.433
H -4.152 8.075 4.009
H -5.498 8.522 2.939
H -3.610 9.898 2.243
H -3.746 8.607 1.032
Br 8.047 0.653 3.853
C 7.868 -1.022 2.880
C 6.478 -1.587 2.977
Br 6.125 -2.378 4.714
H 8.617 -1.695 3.281
H 8.108 -0.790 1.846
H 6.341 -2.393 2.259
H 5.711 -0.836 2.821
Br 10.767 -2.474 1.092
C 11.331 -1.127 -0.191
C 10.452 -1.105 -1.413
Br 10.790 -2.615 -2.587
H 12.364 -1.348 -0.435
H 11.273 -0.175 0.333
H 10.655 -0.215 -2.005
H 9.398 -1.141 -1.158
Br -3.621 7.126 -1.821
C -5.415 7.351 -2.534
C -6.031 8.673 -2.169
Br -6.568 8.679 -0.293
H -6.008 6.539 -2.124
H -5.326 7.226 -3.611
H -6.943 8.829 -2.740
H -5.361 9.513 -2.316
Br 1.321 -8.018 5.026
C 2.299 -8.071 6.706
C 2.447 -6.684 7.271
Br 3.740 -5.637 6.272
H 3.254 -8.543 6.500
H 1.719 -8.693 7.383
H 2.806 -6.717 8.297
H 1.512 -6.135 7.229
Br -0.514 4.812 -1.614
C 0.431 5.307 -3.234
C -0.492 5.360 -4.420
Br -0.988 3.578 -5.024
H 1.226 4.582 -3.356
H 0.862 6.287 -3.036
H 0.005 5.832 -5.265
H -1.419 5.880 -4.199
Br 3.962 5.702 -1.527
C 4.930 6.191 -3.142
C 4.027 6.241 -4.346
Br 3.548 4.462 -4.974
H 5.727 5.465 -3.262
H 5.355 7.173 -2.949
H 4.527 6.722 -5.183
H 3.098 6.760 -4.132
Br -9.162 3.504 2.519
C -8.376 4.733 1.234
C -9.253 4.940 0.030
Br -9.209 3.400 -1.160
H -7.405 4.329 0.966
H -8.240 5.670 1.770
H -8.893 5.784 -0.554
H -10.293 5.097 0.298
Br -6.258 -7.024 -0.612
C -4.680 -7.980 -1.226
C -3.415 -7.400 -0.656
Br -2.948 -5.719 -1.512
H -4.697 -7.946 -2.310
H -4.805 -9.006 -0.888
H -2.575 -8.069 -0.830
H -3.494 -7.190 0.403
Br -2.122 -0.888 -8.406
C -0.982 -0.851 -6.829
C -0.153 0.402 -6.761
Br 1.321 0.382 -8.032
H -0.367 -1.743 -6.871
H -1.650 -0.909 -5.976
H 0.306 0.496 -5.780
H -0.734 1.291 -6.982

The spin multiplicity is 1. The calculation puts the largest force on an atom at 1.3 eV/A. Its lowest unoccupied orbital energy is 0.0 eV. The calculation puts the energy above the lowest of the compared OMol25 structures with the same formula, charge and spin at 0.0 kcal per mole. For the frontier orbital gap, the calculation gives 8.9747 eV.


# 2
DFT (ωB97M-V/def2-TZVPD) results for a structure of composition C41H83Cl2FN2O17PS at a distorted geometry.

Cartesian coordinates (Å):
C 6.100 -0.488 2.182
C 6.355 -0.784 0.735
O 5.508 -0.052 -0.168
C 5.526 1.343 -0.002
C 4.292 1.880 0.752
O 3.316 0.905 1.056
C 2.656 0.463 -0.074
C 1.499 -0.513 0.319
S 2.319 -2.185 0.418
C 3.105 -2.633 -1.086
O 1.311 -3.108 0.796
O 3.354 -1.998 1.326
N 1.080 -0.281 1.654
C -0.181 0.286 2.099
C -0.742 -0.551 3.258
C -0.904 -2.038 3.048
C -1.689 -2.607 4.204
Cl -3.425 -2.496 3.851
C 0.173 1.637 2.741
C 0.667 2.702 1.813
F -0.977 2.115 3.385
C -1.219 0.552 1.016
C -2.503 -0.207 1.045
O -3.317 0.474 0.092
C -4.226 -0.369 -0.589
O -4.917 -1.047 0.391
C -5.716 -2.143 -0.066
C -4.967 -3.351 -0.494
O -4.391 -4.018 0.624
N -0.729 0.536 -0.429
C -0.555 1.898 -1.048
O -1.182 1.857 -2.266
O -2.335 2.693 -2.201
C 0.354 -0.484 -0.710
Cl 0.989 -0.217 -2.317
P -0.609 -2.065 -0.987
O -1.657 -1.709 -1.928
H 6.614 0.397 2.470
H 6.407 -1.328 2.776
H 5.044 -0.371 2.315
H 7.380 -0.632 0.453
H 6.133 -1.815 0.550
H 6.430 1.672 0.481
H 5.542 1.772 -0.989
H 4.578 2.298 1.697
H 3.860 2.690 0.171
H 2.242 1.318 -0.608
H 3.369 -0.015 -0.733
H 2.509 -2.517 -1.968
H 4.026 -2.089 -1.113
H 3.324 -3.670 -0.926
H 1.545 -0.869 2.329
H -1.646 -0.112 3.630
H -0.017 -0.437 4.042
H 0.061 -2.510 3.072
H -1.453 -2.286 2.164
H -1.482 -2.061 5.096
H -1.464 -3.639 4.345
H 0.906 1.438 3.506
H 1.313 3.390 2.319
H -0.162 3.286 1.469
H 1.195 2.313 0.961
H -1.560 1.552 1.186
H -2.937 -0.116 2.015
H -2.446 -1.248 0.778
H -4.878 0.278 -1.162
H -3.701 -1.031 -1.270
H -6.392 -1.815 -0.840
H -6.311 -2.431 0.777
H -4.205 -3.135 -1.225
H -5.667 -4.017 -0.964
H -3.442 -3.836 0.646
H -1.551 0.181 -0.951
H -1.047 2.623 -0.441
H 0.474 2.174 -1.153
H -2.992 2.119 -1.760
H -0.999 -2.574 0.244
H 0.315 -2.954 -1.482
C -1.304 7.564 3.083
C -1.629 6.240 2.438
O -0.888 5.288 2.533
C -2.928 6.161 1.670
H -0.353 7.493 3.603
H -1.244 8.346 2.325
H -2.084 7.835 3.796
H -2.929 6.890 0.859
H -3.767 6.380 2.331
H -3.050 5.163 1.258
C -4.094 -1.377 -6.277
C -3.181 -2.553 -5.988
O -3.416 -3.660 -6.402
C -1.958 -2.247 -5.152
H -4.941 -1.714 -6.869
H -4.462 -0.951 -5.341
H -3.552 -0.610 -6.832
H -2.267 -1.890 -4.172
H -1.353 -1.482 -5.643
H -1.365 -3.149 -5.027
C -6.303 1.788 -4.190
C -7.520 1.209 -3.508
O -7.590 1.157 -2.301
C -8.626 0.705 -4.394
H -5.592 2.110 -3.432
H -5.839 1.040 -4.833
H -6.583 2.641 -4.808
H -8.252 -0.087 -5.044
H -8.998 1.515 -5.021
H -9.434 0.318 -3.779
C 10.099 1.995 4.876
C 8.853 1.232 4.497
O 8.566 1.014 3.343
C 7.978 0.751 5.633
H 10.638 2.282 3.978
H 9.834 2.891 5.440
H 10.744 1.374 5.499
H 7.633 1.599 6.226
H 8.544 0.083 6.283
H 7.120 0.219 5.232
C 0.953 -2.608 8.960
C 0.230 -3.032 7.707
O 0.215 -2.334 6.717
C -0.474 -4.366 7.748
H 1.415 -1.638 8.805
H 0.252 -2.545 9.793
H 1.723 -3.339 9.212
H -1.228 -4.368 8.536
H 0.243 -5.161 7.955
H -0.957 -4.559 6.794
C 10.538 -0.493 -2.247
C 9.467 -1.429 -1.738
O 9.314 -1.640 -0.559
C 8.592 -2.090 -2.780
H 11.093 -0.086 -1.406
H 11.223 -1.029 -2.905
H 10.087 0.324 -2.811
H 9.201 -2.688 -3.459
H 8.067 -1.332 -3.364
H 7.867 -2.733 -2.288
C -9.534 1.306 -8.880
C -8.139 1.038 -8.372
O -7.711 1.573 -7.376
C -7.300 0.068 -9.169
H -10.032 2.016 -8.225
H -9.494 1.716 -9.889
H -10.108 0.378 -8.908
H -7.172 0.438 -10.187
H -7.787 -0.907 -9.204
H -6.325 -0.031 -8.699

The spin multiplicity is 1. The calculation puts the largest force on an atom at 3.5 eV/A. Its lowest unoccupied orbital energy is -2.0 eV. As for the net charge: +1. For the frontier orbital gap, the calculation gives 9.0615 eV.